ORCA calculation (ωB97M-V/def2-TZVPD) on a cluster of 8 separate species, C34H46N8O4 in total in a non-equilibrium geometry.

Geometry (Å):
C 0.3642 1.8990 0.5548
C 0.0827 1.5027 -0.8915
C 1.3192 1.8248 -1.7560
O 1.3406 3.1175 -2.2811
O 1.4577 4.0774 -1.2813
C -1.1430 2.0992 -1.5863
C -2.2877 1.2311 -1.0022
O -3.2827 0.9433 -1.9423
C -1.5725 -0.0399 -0.5054
O -2.0167 -0.8909 0.1205
N -0.2453 0.0725 -0.9348
H 0.4816 2.9560 0.6869
H 1.2827 1.4214 0.8684
H -0.3946 1.5745 1.2585
H 2.2217 1.5827 -1.2013
H 1.3012 1.1658 -2.6162
H 0.5504 4.2758 -1.0215
H -1.2850 3.1630 -1.5572
H -1.0691 1.7161 -2.5980
H -2.6427 1.8078 -0.1490
H -3.2769 1.6549 -2.5885
H 0.4072 -0.3544 -0.2799
C -2.9664 -2.7129 5.0940
C -3.0516 -3.7700 4.1490
C -2.9488 -3.2117 2.9020
N -2.8082 -1.8619 3.0568
C -2.8143 -1.5490 4.3885
H -3.0098 -2.7970 6.1671
H -3.1724 -4.8188 4.3607
H -2.9624 -3.6567 1.9219
H -2.7129 -1.2043 2.3033
H -2.7104 -0.5293 4.7186
C 3.0257 4.2767 -6.8438
C 2.6743 2.9423 -7.1808
C 1.8631 2.4705 -6.1837
N 1.7118 3.4672 -5.2572
C 2.4147 4.5709 -5.6542
H 3.6537 4.9436 -7.4105
H 2.9823 2.3926 -8.0544
H 1.3820 1.5156 -6.0542
H 1.1708 3.4003 -4.4138
H 2.4192 5.4674 -5.0580
C 2.5101 3.9151 4.9038
C 1.1323 3.5777 4.9835
C 0.5795 3.8223 3.7558
N 1.5710 4.2976 2.9370
C 2.7506 4.3531 3.6304
H 3.2400 3.8434 5.6923
H 0.6081 3.1993 5.8448
H -0.4283 3.7018 3.3953
H 1.4532 4.5661 1.9781
H 3.6543 4.6993 3.1582
C -2.5488 1.6326 -5.4347
C -1.7432 2.5947 -6.1067
C -2.4514 3.0282 -7.1930
N -3.6504 2.3673 -7.2036
C -3.7202 1.5180 -6.1357
H -2.2965 1.0833 -4.5416
H -0.7590 2.9241 -5.8250
H -2.2066 3.7459 -7.9569
H -4.3692 2.4865 -7.8937
H -4.5901 0.9061 -5.9684
C -1.9827 -6.2562 7.8197
C -1.6579 -7.6143 7.5534
C -2.5373 -8.0661 6.6070
N -3.3819 -7.0356 6.2937
C -3.0477 -5.9290 7.0253
H -1.4893 -5.5965 8.5136
H -0.8685 -8.1915 8.0050
H -2.6353 -9.0270 6.1316
H -4.1319 -7.0840 5.6288
H -3.5958 -5.0093 6.9173
C 5.3586 0.7037 3.2548
C 5.6919 -0.6698 3.1021
C 4.8415 -1.1958 2.1690
N 4.0052 -0.1940 1.7536
C 4.3166 0.9684 2.4096
H 5.8313 1.4151 3.9109
H 6.4679 -1.2084 3.6192
H 4.7582 -2.1908 1.7665
H 3.2767 -0.2983 1.0735
H 3.7726 1.8790 2.2204
C 0.7722 -4.7876 -2.4332
C -0.0846 -4.6405 -3.5563
C -0.4521 -3.3226 -3.6189
N 0.1457 -2.6689 -2.5774
C 0.8961 -3.5538 -1.8524
H 1.2428 -5.6943 -2.0918
H -0.3949 -5.4136 -4.2390
H -1.0861 -2.7961 -4.3120
H 0.0488 -1.6881 -2.3746
H 1.4511 -3.2320 -0.9872

Properties
Structure (SMILES): C[C@]1(COO)C[C@@H](O)C(=O)N1.c1cc[nH]c1.c1cc[nH]c1.c1cc[nH]c1.c1cc[nH]c1.c1cc[nH]c1.c1cc[nH]c1.c1cc[nH]c1
HOMO level: -8.08 eV
LUMO level: -0.3 eV
2S+1: 1
Charge: 0
Orbital gap: 7.7794 eV

ORCA calculation (ωB97M-V/def2-TZVPD) on a structure of composition C34H47Br22F4N4O7PS in a non-equilibrium geometry.

Geometry (Å):
C -0.6612 -0.3293 5.8140
C -0.1487 0.5073 4.8412
C 0.6526 0.1521 3.6156
C -0.0605 -0.4035 2.3489
O 0.8061 -1.1341 1.5369
C 2.1497 -1.0555 1.1737
C 2.4967 -0.4900 -0.2527
C 2.3122 -1.4454 -1.4421
N 3.5345 -2.1739 -1.8419
C 2.7565 -2.5035 1.2284
C 1.8223 -3.6512 0.8007
C 2.1240 -4.9017 1.6348
F 3.3209 -5.4748 1.2421
P 3.4785 -0.1869 2.2625
N 3.4325 1.5037 1.8834
O 4.9544 -0.7094 1.7135
C -1.0307 -1.5101 2.9042
Br -2.0234 -2.4801 1.4991
C -0.3134 -2.6489 3.6723
C -1.4187 -3.4413 4.4558
C -0.9174 0.7528 1.5904
O -2.3084 0.5372 1.9580
C -3.2345 0.6201 1.0642
N -4.0303 0.9297 0.2920
O -0.5931 1.9387 2.2680
C -1.6160 2.9032 2.4768
C -2.3519 2.8774 3.8394
C -3.5642 3.8428 3.6852
N -0.5913 0.9353 0.2050
C -0.7234 -0.1355 -0.7822
C -1.8917 -0.0227 -1.8029
O -2.0968 0.9423 -2.4804
C -2.7524 -1.2952 -1.8670
C -2.1459 -2.5561 -1.9134
C -2.8586 -3.7257 -1.9313
C -4.2559 -3.6535 -1.8959
C -4.8521 -2.4169 -1.8593
C -4.1259 -1.2349 -1.8506
S 0.0202 2.3476 -0.4092
O 0.4790 2.1048 -1.7564
O 1.1330 2.9157 0.2946
C -1.2718 3.6877 -0.6944
F -2.5184 3.2260 -0.6535
F -1.0786 4.7112 0.1373
F -1.0785 4.1796 -1.9196
H -1.7502 -0.4176 5.8973
H -0.0696 -0.9502 6.4904
H -0.2330 1.5753 5.0719
H 1.3182 0.9916 3.3897
H 1.3775 -0.6242 3.9008
H 3.5465 -0.1692 -0.2894
H 1.9403 0.4457 -0.3668
H 1.4478 -2.1156 -1.3556
H 2.0632 -0.8064 -2.3084
H 3.7426 -1.9466 -2.8056
H 4.3290 -1.8454 -1.3032
H 3.7132 -2.5636 0.7152
H 2.9883 -2.6578 2.3006
H 0.7538 -3.4290 0.7896
H 2.0935 -3.9465 -0.2229
H 2.0817 -4.7045 2.7116
H 1.3279 -5.6273 1.4082
H 3.3131 1.9997 2.7602
H 4.3164 1.8259 1.4962
H 5.4862 0.0249 1.3595
H -1.7752 -1.1255 3.5907
H 0.3666 -2.3195 4.4529
H 0.1364 -3.4013 3.0258
H -1.8794 -4.2198 3.8492
H -0.8817 -3.9684 5.2569
H -2.1349 -2.7792 4.9473
H -1.1134 3.8783 2.4779
H -2.3956 3.0015 1.7136
H -2.7345 1.8752 4.0426
H -1.7212 3.2735 4.6356
H -4.4640 3.3157 3.3629
H -3.3153 4.6127 2.9430
H -3.7342 4.3681 4.6280
H -0.7975 -1.1010 -0.2848
H 0.1436 -0.2451 -1.4429
H -1.0614 -2.6329 -1.9175
H -2.3431 -4.6798 -1.9607
H -4.8174 -4.5837 -1.8866
H -5.9372 -2.3828 -1.8167
H -4.6299 -0.2793 -1.7873
C -7.3916 -6.4920 -3.1375
Br -5.7539 -7.2458 -2.4514
Br -8.8555 -7.7379 -3.0259
Br -7.8174 -4.8188 -2.2858
H -7.2279 -6.2861 -4.1858
C 8.4287 -0.0352 2.9706
Br 7.0116 0.6864 4.0591
Br 9.0863 -1.7036 3.6665
Br 7.9060 -0.1983 1.1171
H 9.2459 0.6709 3.0058
C 0.9678 6.4431 -4.1941
Br 1.1179 4.7677 -3.2653
Br -0.2129 7.6621 -3.2772
Br 2.6940 7.2431 -4.5282
H 0.5246 6.2366 -5.1580
C -0.3351 -1.3464 -5.9979
Br -0.9342 0.0845 -7.1392
Br -0.9667 -1.1229 -4.1864
Br -0.8055 -3.0745 -6.7111
H 0.7457 -1.2987 -5.9724
C 5.9162 8.2730 -2.2307
Br 6.6645 8.6831 -3.9594
Br 7.1728 7.3253 -1.1183
Br 5.2366 9.8495 -1.3580
H 5.0751 7.6129 -2.3961
C -6.9230 2.0814 -0.7955
Br -7.3767 3.4923 -2.0259
Br -7.3775 2.5402 1.0197
Br -7.7056 0.3983 -1.3208
H -5.8484 1.9562 -0.8308
C 3.9838 -0.3521 -7.3381
Br 2.5255 -1.1085 -8.3425
Br 4.2942 -1.3292 -5.7031
Br 5.5845 -0.2093 -8.3981
H 3.6940 0.6515 -7.0597

Properties
HOMO level: -7.90 eV
LUMO level: -0.5 eV
2S+1: 1
Charge: 0
Orbital gap: 7.3547 eV

ORCA calculation (ωB97M-V/def2-TZVPD) on a cluster of 3 separate species, C34H47BrF9IN2O6S in total in a non-equilibrium geometry.

Geometry (Å):
C 2.2415 3.6027 4.0228
C 1.9819 4.4890 2.6973
C 1.6437 5.9993 2.7466
C 1.4109 6.7323 1.4055
C 1.0119 8.2883 1.4847
C -0.3095 8.4978 2.4160
C -1.6840 8.3408 1.5758
I -2.1822 6.2251 1.1963
C 1.5401 6.0526 -0.0092
C 1.8771 4.5491 -0.0603
C 2.0676 3.8043 1.3177
C 2.3655 2.2337 1.1942
O 3.1790 1.5966 1.9039
C 1.5610 1.4864 0.0203
C 0.9352 0.0894 0.1832
C 0.1355 -0.6180 -0.9749
C -0.4864 -2.0506 -0.5942
C -1.5480 -1.8735 0.5941
C -2.9359 -1.1541 0.1312
F -2.8875 -1.1923 -1.3094
F -3.9634 -2.0730 0.5635
C -3.0902 0.3142 0.7275
F -2.6313 0.4407 2.0817
F -2.2192 1.1716 -0.0211
S -4.7973 1.0798 0.6739
F -5.3142 0.1639 -0.6085
F -5.4256 0.0582 1.8264
F -4.3054 2.1537 1.8936
F -4.2497 2.2420 -0.4297
F -6.2724 1.8604 0.6412
C 0.0044 0.0839 -2.3447
Br -0.9371 -0.7740 -3.8546
C 0.6497 1.5140 -2.4905
C 1.3903 2.2143 -1.3369
C 2.0235 3.6957 -1.4240
O 2.5493 4.1781 -2.4509
H 3.3790 3.4891 4.1956
H 1.7002 4.0049 4.9401
H 1.8757 2.5303 3.7957
H 1.5838 6.4853 3.7768
H 0.6650 8.5734 0.4186
H 1.8797 8.9612 1.7861
H -0.3717 7.7367 3.2662
H -0.3166 9.5372 2.9036
H -2.5622 8.7570 2.1815
H -1.6482 8.9466 0.5970
H 1.3827 6.6549 -0.9585
H 1.0399 -0.4382 1.2020
H 0.3961 -2.6518 -0.1462
H -0.8486 -2.6531 -1.4883
H -1.7816 -2.9301 1.0017
H -1.0228 -1.3226 1.4404
H 0.5162 2.0189 -3.5063
C 0.8226 -4.1670 6.4400
O 0.2280 -3.6694 5.2492
C -1.1682 -3.4091 5.3776
C -1.4453 -1.9050 5.3430
N -0.9588 -1.2494 6.5579
C -0.9301 0.2136 6.4726
C -0.0230 0.8477 5.4066
O 1.3705 0.6741 5.6436
C 1.8946 -0.5707 5.2069
H 1.8285 -4.5150 6.1969
H 0.9107 -3.3769 7.1899
H 0.2536 -5.0069 6.8476
H -1.5984 -3.8776 6.2680
H -1.6499 -3.8643 4.5034
H -2.5219 -1.7360 5.2493
H -0.9546 -1.5006 4.4507
H -0.0216 -1.5746 6.7595
H -0.5950 0.5736 7.4513
H -1.9534 0.5791 6.3365
H -0.1929 1.9291 5.4438
H -0.2868 0.5415 4.3878
H 1.3930 -0.9431 4.3096
H 1.8364 -1.3057 6.0120
H 2.9526 -0.4311 4.9761
C 2.6914 -5.9047 -9.1958
O 1.9935 -4.6684 -9.2471
C 0.6052 -4.8119 -9.5398
C -0.2457 -4.4699 -8.3155
N -0.1056 -5.4883 -7.2734
C -0.6575 -5.0912 -5.9749
C -0.0394 -3.8673 -5.2801
O 1.2977 -4.0614 -4.8332
C 2.2895 -3.8718 -5.8308
H 3.7611 -5.6890 -9.1610
H 2.4296 -6.4617 -8.2926
H 2.4885 -6.5129 -10.0815
H 0.3639 -5.8038 -9.9339
H 0.3776 -4.0830 -10.3271
H -1.2964 -4.3996 -8.6114
H 0.0764 -3.4871 -7.9551
H 0.8756 -5.7041 -7.1491
H -0.5288 -5.9517 -5.3092
H -1.7362 -4.9355 -6.0827
H -0.6262 -3.6835 -4.3743
H -0.1224 -2.9526 -5.8772
H 2.0113 -3.1015 -6.5548
H 2.4985 -4.8163 -6.3369
H 3.2125 -3.5615 -5.3369

Properties
Structure (SMILES): Cc1cc(CCCI)cc2c1C(=O)c1cc(CCC(F)(F)C(F)(F)S(F)(F)(F)(F)F)c(Br)cc1C2=O.COCCNCCOC.COCCNCCOC
HOMO level: -8.65 eV
LUMO level: -1.2 eV
2S+1: 1
Energy relative to the best compared isomer or geometry (same formula, charge and spin): 11.252 eV
Charge: 0
Orbital gap: 7.4095 eV

Q: Which value of orbital gap does entry 1 give?
A: 7.7794 eV

Q: Which formula does entry 3 have?
A: C34H47BrF9IN2O6S

Q: Among the records above, which one has the lowest orbital gap?
A: C34H47Br22F4N4O7PS

Q: Which value of LUMO level does entry 2 give?
A: -0.5 eV